The following is a DFT calculation (ωB97M-V/def2-TZVPD) of a gas-phase ion, C12H16Br2N2O5P (charge +1).

Properties
**Net charge**: +1
**SMILES**: Cc1c(P(N)O)c(C(=O)O)c([C@@H](Br)[C@H](C)Br)c[n+]1CC(=O)O
**E_LUMO**: -4.989 eV
**E_tot**: -175288.948 eV
**Strongest force on any atom**: 1.63 eV Å⁻¹
**Gap between HOMO and LUMO**: 0.28545 Ha

Each line ends with the Mulliken charge.
Atoms and positions in Å:
C 3.2424 0.5338 0.0788  -2.27
C 1.7536 0.5309 -0.0641  1.05
C 1.0782 -0.2704 -1.0111  0.70
P 1.9859 -1.3839 -2.2332  0.20
N 1.2566 -2.9165 -2.1397  -0.60
O 3.4371 -1.7073 -1.5834  -0.50
C -0.3222 -0.1460 -1.1128  0.42
C -1.0417 -0.9426 -2.1807  -0.44
O -1.4841 -2.0301 -2.0017  -0.45
O -1.1165 -0.3640 -3.3790  -0.41
C -1.0391 0.7151 -0.2595  0.25
C -2.5406 0.9541 -0.1531  -0.90
Br -3.4338 1.2535 -1.8322  0.03
C -3.2179 -0.1049 0.7458  0.07
C -3.6580 -1.4068 0.0994  -1.28
Br -4.6637 0.7473 1.7334  -0.06
C -0.3014 1.4323 0.6537  -0.53
N 1.0374 1.3430 0.7498  0.08
C 1.6803 2.1721 1.7970  -0.83
C 1.9457 1.3119 3.0283  0.74
O 3.0181 0.9373 3.3327  -0.41
O 0.8473 1.0572 3.7883  -0.47
H 3.5428 -0.2788 0.7354  0.38
H 3.7145 0.3965 -0.8813  0.59
H 3.6375 1.4452 0.5024  0.35
H 0.6461 -3.0389 -2.9396  0.35
H 0.6738 -2.9979 -1.3112  0.37
H 3.3778 -2.1088 -0.7050  0.36
H -0.4909 0.3708 -3.4593  0.44
H -2.6423 1.8887 0.3816  0.71
H -2.4860 -0.3569 1.5078  0.37
H -2.8637 -2.1403 0.1494  0.26
H -4.4647 -1.8159 0.6997  0.51
H -4.0478 -1.2880 -0.9033  0.31
H -0.8056 2.0942 1.3381  0.46
H 0.9680 2.9402 2.0721  0.41
H 2.5658 2.6706 1.4388  0.41
H 0.2110 0.5033 3.3177  0.35



The following is a DFT calculation (ωB97M-V/def2-TZVPD) of 5 unconnected molecules or ions with the total composition C12H16BrO12.

Properties
**Net charge**: -1
**E_LUMO**: 1.879 eV
**E_tot**: -107316.271 eV
**Strongest force on any atom**: 6.71 eV Å⁻¹
**Energy relative to the best compared isomer or geometry (same formula, charge and spin)**: 3.625 eV
**Gap between HOMO and LUMO**: 0.21573 Ha

Each line ends with the Mulliken charge.
Atoms and positions in Å:
Br 2.2971 1.4940 3.2243  -1.00
C 5.3884 0.9313 -3.7750  -0.33
C 6.1175 0.4859 -2.5676  -0.24
O 7.4404 0.9172 -2.8576  -0.31
C 7.4718 1.5742 -4.0082  0.66
O 8.4512 1.8560 -4.6847  -0.56
O 6.2133 1.7619 -4.5152  -0.32
H 4.4600 1.3569 -3.3943  0.30
H 5.1582 0.0999 -4.4412  0.24
H 6.1224 -0.6041 -2.5645  0.23
H 5.6403 0.9972 -1.7316  0.33
C 0.7365 -3.6385 -1.6056  -0.23
C -0.5383 -3.3230 -0.8649  -0.33
O -1.5222 -3.3657 -1.8809  -0.34
C -0.9127 -3.1022 -3.0381  0.72
O -1.3653 -3.0128 -4.1354  -0.53
O 0.4106 -3.0466 -2.7999  -0.34
H 1.0784 -4.6665 -1.7251  0.24
H 1.5843 -3.1361 -1.1399  0.26
H -0.4869 -2.4392 -0.2291  0.29
H -0.8777 -4.1165 -0.1992  0.26
C -3.5619 4.3605 -1.3479  -0.24
C -2.5284 3.4455 -1.2104  -0.41
O -2.0610 3.1419 -2.4557  -0.27
C -2.4667 4.1651 -3.2744  0.63
O -2.1751 4.2674 -4.5005  -0.58
O -3.1864 5.0613 -2.5199  -0.29
H -3.6991 5.0354 -0.5030  0.30
H -4.4022 3.6932 -1.5393  0.26
H -2.7181 2.5804 -0.5750  0.32
H -1.6803 3.9215 -0.7182  0.28
C -3.3813 -1.1424 5.9547  -0.33
C -3.5832 -2.5810 6.3507  -0.26
O -3.2851 -2.5137 7.7286  -0.31
C -3.3478 -1.2519 8.1691  0.70
O -3.2410 -0.7772 9.3132  -0.59
O -3.6393 -0.4368 7.1618  -0.30
H -4.0304 -0.7734 5.1606  0.28
H -2.3415 -1.0879 5.6322  0.29
H -2.9054 -3.2705 5.8473  0.28
H -4.6328 -2.8607 6.2600  0.25



The following is a DFT calculation (ωB97M-V/def2-TZVPD) of a molecular structure, C12H16ClIN2O2PRh.

Properties
**<S²>**: 6.039
**Net charge**: +2
**E_LUMO (spin up / spin down)**: -7.700 / -10.622 eV
**E_tot**: -52677.758 eV
**Strongest force on any atom**: 6.18 eV Å⁻¹
**Energy relative to the best compared isomer or geometry (same formula, charge and spin)**: 0.843 eV
**Gap between HOMO and LUMO (spin up / spin down)**: 0.17344 / 0.22414 Ha
**Spin multiplicity**: 5

Each line ends with the Mulliken charge.
Atoms and positions in Å:
C -2.5114 1.2593 -3.5966  -1.13
C -1.8654 0.5404 -2.4659  0.67
H -3.1754 0.5779 -4.1402  0.35
H -1.7432 1.6374 -4.2805  0.37
H -3.0914 2.1070 -3.2184  0.41
O -1.9384 -0.6373 -2.1914  -0.37
I -0.7079 2.0453 -1.2465  0.21
Rh 0.1360 0.0830 -0.0089  0.23
P 1.6338 -1.0219 -1.2952  1.30
C 1.6904 -2.8125 -1.0024  -1.27
C 1.3138 -0.8221 -3.0685  -1.35
H 3.3985 0.5692 -0.8813  0.42
H 3.9853 -0.8242 -1.8618  0.43
H 3.7209 -0.9945 -0.0962  0.38
C 3.3591 -0.5174 -1.0149  -1.24
H 1.3493 0.2403 -3.3355  0.37
H 2.0882 -1.3688 -3.6229  0.48
H 2.3629 -3.2907 -1.7274  0.42
H 0.6893 -3.2505 -1.0895  0.40
H 0.3232 -1.2270 -3.3113  0.33
H 2.0729 -2.9907 0.0109  0.41
C -1.0201 -1.3664 -0.0443  0.31
O -1.7098 -2.3014 0.0078  -0.26
Cl 1.7597 1.7665 0.6025  -0.31
N 1.3537 1.1358 6.2187  -0.29
C 0.6106 1.0677 5.3152  -0.15
C -0.3188 1.0062 4.2113  0.06
C -1.6369 1.4545 4.3513  -0.32
C -2.4939 1.3916 3.2652  -0.76
C -2.0029 0.9024 2.0469  -0.39
N -0.7302 0.5492 1.9282  0.11
C 0.1059 0.5302 2.9670  0.17
H -1.9592 1.8458 5.3169  0.51
H -3.5295 1.7112 3.3230  0.43
H -2.6430 0.8135 1.1652  0.47
H 1.1235 0.1911 2.7694  0.60



The following is a DFT calculation (ωB97M-V/def2-TZVPD) of a molecular structure, C12H16F5N3Tl.

Properties
**Net charge**: +1
**E_LUMO**: -3.443 eV
**E_tot**: -35445.646 eV
**Strongest force on any atom**: 3.03 eV Å⁻¹
**Energy relative to the best compared isomer or geometry (same formula, charge and spin)**: 0.540 eV
**Gap between HOMO and LUMO**: 0.27260 Ha

Each line ends with the Mulliken charge.
Atoms and positions in Å:
Tl -1.4426 1.0069 -1.9440  0.64
N 0.6559 -2.3074 -0.2011  -0.01
C 1.2686 -0.9438 -0.2558  0.10
C 2.7613 -1.1607 0.0242  -1.55
C 3.4824 0.1901 0.2969  0.37
N 3.8662 0.6811 -1.0210  -0.66
C 2.7415 1.3736 1.0322  -1.24
C 1.2073 1.3801 0.6655  -0.52
N 0.9920 1.8540 -0.6665  -0.48
C 0.6553 -0.0151 0.7227  -0.72
H 1.1911 -2.9407 -0.8730  0.44
H -0.3093 -2.2118 -0.4514  0.15
H 0.6025 -2.6891 0.7820  0.45
H 1.0808 -0.5600 -1.2930  0.13
H 3.2397 -1.7507 -0.7309  0.59
H 2.7876 -1.6533 1.0011  0.41
H 4.3654 -0.0861 0.8383  0.41
H 4.4926 0.0300 -1.4573  0.20
H 4.2253 1.5709 -1.1421  0.18
H 3.1744 2.4028 0.8151  0.40
H 2.8255 1.2849 2.1459  0.36
H 0.6345 1.9552 1.3413  0.74
H 1.8674 1.5630 -1.2122  0.32
H 0.9173 2.8924 -0.7250  0.31
H -0.4096 0.1855 0.6361  0.02
H 0.7747 -0.4533 1.7448  0.52
F -3.2037 2.4922 0.0849  -0.31
C -3.6010 1.1831 0.0557  0.46
C -2.7905 0.1964 -0.3202  -0.37
C -3.3078 -1.0892 -0.4865  -0.10
F -2.5943 -2.0016 -1.2036  -0.37
C -4.5619 -1.4387 -0.0313  0.27
F -4.8438 -2.7695 0.1105  -0.27
C -5.4182 -0.3909 0.2069  0.40
F -6.7089 -0.5981 0.2741  -0.26
C -4.9282 0.8874 0.3716  0.29
F -5.6898 1.9303 0.8650  -0.28



The following is a DFT calculation (ωB97M-V/def2-TZVPD) of a molecular structure, C12H16F9N3O6S2.

Properties
**E_LUMO**: -0.695 eV
**E_tot**: -75584.592 eV
**Strongest force on any atom**: 0.80 eV Å⁻¹
**Gap between HOMO and LUMO**: 0.30632 Ha

Each line ends with the Mulliken charge.
Atoms and positions in Å:
C 5.1810 -0.9227 -2.0575  -1.03
C 4.5801 -0.3870 -0.7687  -0.22
O 4.2105 -1.4225 0.1312  -0.44
C 2.8314 -1.6833 0.2221  -0.39
C 2.3824 -2.5942 -0.9204  -0.52
O 1.1919 -3.3378 -0.5477  -0.48
C 0.0428 -2.8042 -0.9303  0.00
C -0.5262 -1.6086 -0.6786  -0.22
N -1.7362 -1.5827 -1.3401  0.26
C -2.5908 -0.3783 -1.2810  0.16
C -4.0071 -0.5738 -1.8133  -1.17
C -5.1015 -0.5821 -0.7424  0.92
F -5.9629 -1.6036 -0.9615  -0.30
F -4.6128 -0.7436 0.5001  -0.25
F -5.8177 0.5483 -0.7606  -0.27
C -1.9128 -2.7287 -1.9689  -0.10
N -0.8395 -3.4917 -1.7419  0.03
H 5.5077 -0.0922 -2.6877  0.38
H 4.4646 -1.5208 -2.6262  0.24
H 6.0591 -1.5351 -1.8446  0.26
H 3.7207 0.2565 -0.9927  0.23
H 5.3137 0.2460 -0.2637  0.37
H 2.6644 -2.2092 1.1650  0.33
H 2.2707 -0.7410 0.2614  0.39
H 2.2012 -2.0398 -1.8450  0.38
H 3.1677 -3.3277 -1.1001  0.35
H -0.1870 -0.7638 -0.0902  0.37
H -2.5731 -0.0179 -0.2550  0.09
H -2.0834 0.3889 -1.8651  0.29
H -4.1322 -1.4826 -2.3995  0.36
H -4.2339 0.2463 -2.4938  0.36
H -2.7660 -3.0025 -2.5622  0.38
H -0.6868 -4.4196 -2.1066  0.26
C 0.1410 5.3237 3.5771  0.66
F 0.6636 6.5413 3.4270  -0.21
F 0.7969 4.6951 4.5516  -0.23
F -1.1351 5.4487 3.9382  -0.23
S 0.2962 4.4197 1.9785  1.05
O 1.7038 4.2974 1.7387  -0.64
O -0.4884 5.1614 1.0363  -0.64
N -0.3947 3.0666 2.4710  -0.26
S -0.5737 1.8662 1.5020  0.84
O 0.6323 1.1757 1.0968  -0.68
O -1.5553 2.0163 0.4502  -0.65
C -1.3725 0.7158 2.6940  0.65
F -2.5357 1.1775 3.1363  -0.24
F -0.5953 0.4464 3.7351  -0.24
F -1.6030 -0.4410 2.0325  -0.21



The following is a DFT calculation (ωB97M-V/def2-TZVPD) of 2 unconnected molecules or ions with the total composition C12H16FNO2.

Properties
**E_LUMO**: 0.562 eV
**E_tot**: -20996.738 eV
**Strongest force on any atom**: 12.23 eV Å⁻¹
**Gap between HOMO and LUMO**: 0.35838 Ha

Each line ends with the Mulliken charge.
Atoms and positions in Å:
O -0.6281 -2.3436 -0.0303  -0.46
C -0.5214 -0.9615 -0.3483  0.42
C -1.9343 -0.3513 -0.2766  0.01
C -2.9982 -1.1683 0.4458  -0.48
C -4.3179 -0.8237 0.4279  -0.61
C -4.7093 0.4616 0.0126  0.45
C -3.8054 1.1350 -0.5964  -0.21
C -2.4549 0.7777 -0.9879  -0.61
H -1.7407 1.3228 -1.5236  0.46
H -3.9565 2.1439 -1.2459  0.15
F -5.9693 1.2357 0.0819  -0.30
H -5.2054 -1.0810 1.0328  0.30
H -2.7627 -2.2516 0.8258  0.22
C 0.2435 -0.1087 0.7023  -0.92
N 1.4804 0.1866 -0.0452  0.13
C 2.3067 -0.9498 -0.0608  -0.55
C 3.6897 -0.5671 -0.8037  -0.94
H 4.3237 -1.2756 -0.9288  0.55
O 4.4173 0.6535 -0.1219  -0.41
C 3.4276 1.6787 0.3274  -0.64
C 2.1366 1.1678 0.8270  -0.34
H 1.4087 2.1253 1.2341  0.29
H 2.4452 0.8552 1.9544  0.29
H 3.9579 2.3706 1.0145  0.32
H 3.1826 2.3035 -0.9729  0.20
H 3.4749 0.0639 -1.8375  0.31
H 1.8994 -1.7973 -0.8747  0.28
H 2.6810 -1.2915 0.7118  0.59
H 0.2727 -0.8699 1.6699  0.21
H -0.2557 0.6764 1.0505  0.73
H -0.2834 -0.6225 -1.4058  0.24
H 0.1953 -2.6946 -0.2583  0.34